The following is a DFT calculation (wB97M-V/def2-TZVPD) of a cluster of 11 separate species, C17H58N20O11 in total in a non-equilibrium geometry.

Summary:
LUMO energy (alpha / beta)	-2.11 / -8.30	eV
charge	+1
HOMO energy (alpha / beta)	-10.8 / -10.8	eV
expectation value of S²	0.76
multiplicity	2

The geometry in XYZ format:
```
106
C17H58N20O11 wB97M-V/def2-TZVPD
C 4.662 -2.256 -3.364
C 4.325 -0.896 -2.778
C 3.694 -0.037 -3.988
O 4.759 0.498 -4.910
C 5.421 1.602 -4.304
N 3.345 -0.904 -1.747
H 3.750 -2.731 -3.725
H 5.132 -2.934 -2.652
H 5.409 -2.191 -4.156
H 5.192 -0.323 -2.450
H 3.047 0.772 -3.650
H 3.025 -0.626 -4.615
H 5.964 2.173 -5.058
H 6.043 1.350 -3.445
H 4.652 2.308 -3.991
H 2.584 -1.488 -2.063
H 3.776 -1.475 -1.034
C -4.564 -2.279 3.374
C -3.778 -3.291 2.600
C -3.444 -2.786 1.213
O -2.548 -3.779 0.646
C -1.797 -3.231 -0.394
N -2.458 -3.485 3.290
H -5.545 -2.298 2.898
H -4.261 -1.260 3.137
H -4.681 -2.440 4.446
H -4.246 -4.275 2.571
H -2.971 -1.807 1.142
H -4.342 -2.710 0.600
H -2.429 -2.586 -1.004
H -1.366 -3.916 -1.124
H -0.942 -2.712 0.039
H -2.634 -4.129 4.048
H -1.868 -3.972 2.630
C 0.602 -3.095 -3.134
O 1.103 -2.985 -2.099
N -0.362 -2.334 -3.571
N 1.048 -3.785 -4.142
H -0.525 -2.302 -4.567
H -0.564 -1.544 -2.974
H 1.923 -4.219 -3.885
H 0.915 -3.493 -5.100
C 2.271 0.387 3.583
O 1.328 0.421 2.859
N 2.240 -0.081 4.825
N 3.513 0.760 3.264
H 1.323 -0.317 5.177
H 2.920 -0.061 5.572
H 4.177 0.864 4.018
H 3.836 0.639 2.315
C -0.257 0.102 -0.684
O -0.455 -0.248 -1.827
N -1.150 0.558 0.079
N 0.894 -0.094 -0.078
H -2.060 0.373 -0.318
H -1.048 0.739 1.067
H 1.010 0.235 0.870
H 1.610 -0.721 -0.416
C -1.186 -0.672 5.427
O -0.687 0.122 6.175
N -1.495 -1.883 5.808
N -1.552 -0.405 4.237
H -1.723 -2.591 5.125
H -1.363 -2.185 6.763
H -1.590 -1.142 3.547
H -1.239 0.463 3.826
C -4.080 0.165 -1.874
O -3.835 -0.068 -0.748
N -3.305 -0.067 -2.873
N -5.231 0.710 -2.258
H -2.497 -0.596 -2.578
H -3.618 0.051 -3.826
H -5.916 0.997 -1.573
H -5.282 0.892 -3.250
C 0.599 2.275 -4.031
O 1.430 2.986 -4.543
N 0.495 0.953 -4.287
N -0.211 2.637 -3.101
H -0.027 0.461 -3.575
H 0.657 0.660 -5.239
H -0.827 1.980 -2.643
H -0.183 3.639 -2.977
C -4.356 3.060 1.267
O -5.401 2.814 0.762
N -3.485 2.093 1.409
N -3.946 4.223 1.545
H -2.690 2.237 2.015
H -3.685 1.233 0.918
H -3.092 4.357 2.069
H -4.526 5.037 1.403
C -0.380 2.984 3.295
O -1.243 2.216 2.926
N 0.019 3.146 4.525
N 0.220 3.898 2.580
H -0.280 2.450 5.193
H 0.902 3.635 4.569
H -0.291 4.216 1.769
H 0.577 4.644 3.160
C 4.014 2.031 -0.072
O 4.762 1.656 0.778
N 2.857 2.534 0.141
N 4.167 1.934 -1.382
H 2.377 2.699 -0.732
H 2.462 2.377 1.057
H 4.934 1.310 -1.587
H 3.555 2.154 -2.155
```


The following is a DFT calculation (wB97M-V/def2-TZVPD) of a cluster of 2 separate species, C2H7S2 in total in a non-equilibrium geometry.

Summary:
LUMO energy	2.96	eV
ΔE to the lowest compared entry with this formula, charge and spin	30.59	kcal per mole
charge	-1
HOMO energy	-2.5	eV
multiplicity	1

The geometry in XYZ format:
```
11
C2H7S2 wB97M-V/def2-TZVPD
S -3.219 0.427 1.463
H -3.442 1.586 2.215
C 2.125 0.537 0.270
S 2.105 -0.283 -1.285
C 0.341 -0.979 -0.999
H 2.892 1.379 0.275
H 1.125 1.045 0.354
H 2.515 -0.100 1.043
H 0.459 -2.041 -1.097
H -0.528 -0.504 -1.357
H 0.009 -1.019 0.093
```


The following is a DFT calculation (wB97M-V/def2-TZVPD) of a structure of composition C34H43As2IrO3S in a non-equilibrium geometry.

Summary:
LUMO energy (alpha / beta)	-7.74 / -7.75	eV
charge	+2
HOMO energy (alpha / beta)	-12.8 / -12.8	eV
multiplicity	1

The geometry in XYZ format:
```
84
C34H43As2IrO3S wB97M-V/def2-TZVPD
Ir 0.772 -0.395 -0.985
C 0.460 -4.869 0.594
C 1.032 -3.483 0.464
O 0.451 -2.690 -0.289
C 2.220 -3.153 1.237
C 2.808 -4.083 2.101
C 3.930 -3.782 2.850
C 4.517 -2.518 2.747
C 3.989 -1.580 1.902
C 2.818 -1.845 1.125
O 2.364 -0.915 0.388
H -0.410 -4.976 -0.051
H 0.155 -5.052 1.622
H 1.194 -5.625 0.321
H 2.388 -5.072 2.185
H 4.356 -4.524 3.508
H 5.401 -2.286 3.325
H 4.434 -0.603 1.791
C -2.456 4.736 0.151
C -2.141 4.431 1.465
C -1.487 3.249 1.773
C -1.157 2.362 0.753
C -1.438 2.695 -0.568
C -2.087 3.877 -0.873
As -0.389 0.600 1.103
C -1.938 -0.459 1.648
C -2.709 -0.055 2.734
C -3.827 -0.788 3.094
C -4.173 -1.927 2.382
C -3.396 -2.342 1.313
C -2.283 -1.604 0.942
C 0.599 0.855 2.748
C 0.452 -0.023 3.817
C 1.198 0.155 4.969
C 2.121 1.187 5.046
C 2.288 2.053 3.975
C 1.532 1.888 2.829
H -2.973 5.653 -0.076
H -2.400 5.119 2.256
H -1.224 3.027 2.800
H -1.112 2.008 -1.348
H -2.312 4.132 -1.896
H -2.434 0.833 3.293
H -4.429 -0.465 3.930
H -5.052 -2.488 2.659
H -3.656 -3.236 0.763
H -1.665 -1.917 0.103
H -0.266 -0.834 3.753
H 1.058 -0.511 5.807
H 2.716 1.312 5.938
H 3.007 2.856 4.035
H 1.648 2.567 1.990
C 1.955 4.111 -1.074
S 2.804 2.504 -1.263
C 3.712 2.949 -2.782
O 1.702 1.583 -1.743
H 2.709 4.856 -0.848
H 1.248 4.043 -0.252
H 1.429 4.370 -1.986
H 4.384 3.762 -2.532
H 3.022 3.255 -3.561
H 4.293 2.094 -3.116
C -3.361 0.464 -2.520
C -2.695 -0.856 -2.890
As -0.711 -0.791 -3.008
C -0.410 0.462 -4.524
C -0.255 1.939 -4.190
C -0.405 -2.455 -4.027
C -0.833 -3.723 -3.301
H -4.443 0.367 -2.583
H -3.053 1.262 -3.196
H -3.110 0.759 -1.500
H -3.025 -1.185 -3.884
H -2.969 -1.634 -2.171
H -1.250 0.325 -5.213
H 0.497 0.108 -5.021
H -1.187 2.376 -3.836
H 0.047 2.489 -5.082
H 0.506 2.078 -3.424
H 0.663 -2.505 -4.261
H -0.951 -2.366 -4.976
H -0.280 -3.832 -2.371
H -0.632 -4.591 -3.926
H -1.900 -3.715 -3.081
```


The following is a DFT calculation (wB97M-V/def2-TZVPD) of a structure of composition C8H17NO in a non-equilibrium geometry.

Summary:
LUMO energy	0.91	eV
ΔE to the lowest compared entry with this formula, charge and spin	107.51	kcal per mole
HOMO energy	-8.4	eV
multiplicity	1

The geometry in XYZ format:
```
27
C8H17NO wB97M-V/def2-TZVPD
C 1.299 -0.148 1.506
C -0.355 -1.286 -1.480
C 1.464 0.288 -1.536
C 1.283 -1.650 1.435
N 0.360 -0.247 -0.747
H 2.293 0.267 1.355
H 0.818 0.175 2.422
H 1.137 0.627 -2.527
H -0.918 -1.914 -0.797
H -1.055 -0.859 -2.214
H 0.360 -1.908 -2.017
H 1.904 1.135 -1.015
H 2.219 -0.493 -1.660
H 0.263 -2.010 1.337
H 1.887 -2.039 0.614
H 1.693 -2.037 2.373
C -0.932 1.904 -1.056
C -0.454 0.828 -0.055
C -1.682 0.192 0.593
C -2.073 0.495 1.821
O 0.416 1.369 0.839
H -2.327 -0.419 -0.027
H -0.078 2.457 -1.440
H -1.586 2.596 -0.530
H -1.486 1.458 -1.886
H -2.944 0.030 2.267
H -1.506 1.188 2.425
```


What is the multiplicity in the first record? 2